The following is a quantum chemistry calculation of a structure of composition C3HBrClN at a distorted geometry, from OMol25.

Geometry (Å):
Br1 3.755374 -0.124880 -0.033207
Cl1 0.949709 -2.208051 -0.061256
N1 1.094846 2.935942 -0.154949
C1 2.107427 0.643029 -0.063136
C2 0.550475 -0.625405 -0.094712
C3 1.621310 1.902501 -0.117487
H1 -0.425847 -0.198451 -0.078593

Atoms 1-2, force components in eV/Å:
Br 0.0 0.3 0.0
Cl 0.0 -0.7 0.0

Net charge = 0
Electronic energy = -87176.7921 eV
Multiplicity = 1


The following is a quantum chemistry calculation of a structure of composition C33H37F7N6NiO7S3Te at a distorted geometry, from OMol25.

Geometry (Å):
Te1 0.658848 -1.016074 2.066768
Ni1 0.107692 -0.676674 -0.460005
S1 3.045068 1.166908 0.331255
S2 1.746072 -3.195758 0.205489
S3 -2.067653 -1.900123 1.317373
F1 4.200956 -4.099537 0.631240
F2 -2.951322 -3.530435 3.213158
F3 -0.747814 -0.994499 -6.906306
F4 -2.919043 -4.409136 1.235080
F5 4.143860 -2.330964 -0.616512
F6 3.517650 -4.241869 -1.422676
F7 -4.440525 -2.961445 1.754031
O1 0.653170 0.221520 -2.290840
O2 2.165563 -2.296543 1.423126
O3 -2.425904 -0.789063 2.183538
O4 1.241270 -2.351618 -0.906350
O5 -0.085691 3.335540 0.268845
O6 -0.376299 1.102451 0.330876
O7 -2.493967 -1.802014 -0.064953
N1 3.147958 0.806799 2.954968
N2 -0.662089 -2.482394 1.578393
N3 -2.404628 1.028773 -7.829312
N4 2.000231 2.710069 2.200145
N5 -1.714646 3.272113 -3.570517
N6 -3.787598 1.558021 -9.770232
C1 -2.050403 2.148514 -5.707876
C2 -1.500762 2.208181 -4.412858
C3 -1.253002 3.205236 -2.276873
C4 -3.143823 -3.275646 1.915466
C5 0.903687 -2.376153 6.893300
C6 -0.339276 0.466082 4.736563
C7 -0.479470 0.057010 -4.803546
C8 -4.044067 4.106719 -3.798710
C9 1.096676 4.459300 3.593947
C10 0.374057 -1.177066 6.442699
C11 -1.816001 1.077549 -6.518919
C12 -3.973695 0.107615 -9.435074
C13 -3.197228 -0.163562 -8.126934
C14 3.520866 -3.457786 -0.323957
C15 -2.557455 4.400652 -3.948890
C16 -1.010358 0.034049 -6.065744
C17 2.741784 1.583837 1.898461
C18 2.576050 2.590506 4.455118
C19 0.752004 -1.800755 4.139749
C20 3.099241 1.301214 4.167168
C21 -1.497524 1.326368 -8.930314
C22 -2.353189 1.835628 -10.113356
C23 -0.285507 2.212998 -0.240622
C24 0.282184 -0.871639 5.086337
C25 1.929822 3.228944 3.440475
C26 -0.123027 1.104319 -2.591757
C27 1.310654 -3.302175 5.945702
C28 1.232255 -3.038787 4.580008
C29 3.544199 0.412783 5.289727
C30 1.004311 -2.668113 8.367450
C31 1.636418 -4.129439 3.622180
C32 -0.725913 1.125545 -3.981087
C33 -0.534257 2.199525 -1.744686
H1 2.599317 -3.917386 3.155688
H2 -2.274767 5.233227 -3.307111
H3 -2.309023 4.707727 -4.966248
H4 0.141017 -0.752043 -4.430355
H5 -1.521289 4.045443 -1.648069
H6 1.711396 -5.081289 4.149171
H7 -4.280258 3.877299 -2.759895
H8 -2.701569 2.929316 -6.077115
H9 -0.904352 0.830448 5.597102
H10 0.895829 -4.233828 2.828228
H11 -4.635748 4.971046 -4.101687
H12 0.420416 1.214328 4.502030
H13 -5.038908 -0.088894 -9.343623
H14 -2.259165 2.907740 -10.271571
H15 -0.792486 2.093887 -8.621335
H16 1.372926 3.060656 1.463267
H17 2.775022 0.355393 6.061663
H18 -3.963599 2.070648 -8.898969
H19 -3.579798 -0.461176 -10.274451
H20 3.744563 -0.585769 4.909404
H21 2.548664 2.974832 5.463749
H22 1.320429 -3.696180 8.544206
H23 0.044415 -2.518865 8.865160
H24 1.026863 4.748705 4.639941
H25 -0.922776 0.443341 -9.232281
H26 -2.133576 1.315285 -11.042697
H27 4.451360 0.816598 5.746105
H28 -0.000827 -0.456882 7.164750
H29 1.526199 5.282945 3.021792
H30 -4.349830 3.249956 -4.401013
H31 1.685613 -4.266751 6.274636
H32 -1.033288 0.412825 3.901458
H33 -2.584043 -1.057655 -8.256136
H34 1.727882 -2.008076 8.851311
H35 -3.883789 -0.339573 -7.300894
H36 -4.423946 1.875838 -10.497506
H37 0.096654 4.271654 3.198991

Atoms 1-2, force components in eV/Å:
Te -1.4 0.0 -1.0
Ni 1.4 0.0 1.1

Net charge = 0
Electronic energy = -157954.1222 eV
Multiplicity = 1


The following is a quantum chemistry calculation of a structure of composition C5H8O at a distorted geometry, from OMol25.

Geometry (Å):
O1 1.035624 -0.166239 -1.142952
C1 -1.292564 0.556104 -0.483573
C2 1.798192 0.540226 -0.182053
C3 -0.048350 -0.211557 -0.230429
C4 -1.270740 -0.966503 -0.516203
C5 0.712163 -0.088866 1.040955
H1 -1.719122 -1.509172 0.309216
H2 2.265161 0.021773 0.640380
H3 0.977983 -1.067338 1.503773
H4 0.415850 0.609989 1.818657
H5 -1.316952 -1.446525 -1.485249
H6 -1.770917 1.047793 0.360587
H7 -1.358454 1.076499 -1.431487
H8 1.572131 1.603812 -0.201625

Atoms 1-2, force components in eV/Å:
O 0.0 -0.3 0.1
C -0.2 0.2 -0.1

Net charge = 0
Electronic energy = -7357.4670 eV
Multiplicity = 1


The following is a quantum chemistry calculation of the molecule C2HClN2 at a distorted geometry, from OMol25.

Geometry (Å):
Cl1 1.836894 -1.620846 0.000009
N1 3.358021 1.611032 -0.000041
N2 0.136812 0.486893 0.000286
C1 2.427817 0.946600 -0.000059
C2 1.303535 0.071928 0.000160
H1 -0.616851 -0.190363 -0.000026

Atoms 1-2, force components in eV/Å:
Cl -0.3 0.3 0.0
N 0.4 0.3 0.0

Net charge = 0
Electronic energy = -17591.6885 eV
Multiplicity = 1


The following is a quantum chemistry calculation of a structure of composition C19H20F4N2O4Ta at a distorted geometry, from OMol25.

Geometry (Å):
Ta1 0.256871 -0.271077 -0.675749
F1 -0.050314 -2.522489 1.371576
F2 -5.388390 -3.057654 0.678236
F3 -1.247045 -4.858003 2.003694
F4 -4.188288 -0.766872 -0.004430
O1 -0.775348 0.026930 -4.534132
O2 -0.769570 -0.411406 -2.302950
O3 1.057576 1.138274 -1.771192
O4 1.148493 2.073826 -3.833159
N1 0.372057 1.571792 0.906269
N2 -1.404767 -0.403195 0.380162
C1 -1.996860 0.887394 0.771055
C2 -4.078134 -2.950891 0.862115
C3 -0.942218 1.544454 1.624307
C4 -1.993397 -3.864820 1.529177
C5 2.078046 -1.775502 -2.328707
C6 0.580013 2.928877 0.301813
C7 2.257525 -1.430637 -0.047701
C8 -3.356847 -4.015747 1.364795
C9 0.726161 1.272411 -3.077101
C10 3.281411 -0.764696 -0.709000
C11 -3.462534 -1.758097 0.518697
C12 -0.557415 3.433598 -0.574049
C13 -1.386313 -2.671818 1.203643
C14 2.833673 1.704654 1.522068
C15 1.425762 1.316436 1.941926
C16 -0.364384 0.218515 -3.448389
C17 3.184059 -0.996149 -2.103911
C18 1.428995 -2.079717 -1.064188
C19 -2.095211 -1.590466 0.695017
H1 -0.226976 4.341614 -1.076243
H2 0.727022 3.626052 1.133429
H3 2.188911 -1.616387 1.015259
H4 2.990587 2.779889 1.573725
H5 -0.821085 0.919380 2.509135
H6 0.869714 -2.993003 -0.894044
H7 3.840725 -0.585215 -2.854640
H8 1.378740 0.256122 2.200734
H9 -2.904995 0.746528 1.353817
H10 -3.846199 -4.946822 1.613944
H11 -2.265184 1.469132 -0.110470
H12 -0.831583 2.725648 -1.355422
H13 1.494655 2.901730 -0.278318
H14 1.147665 1.863360 2.847618
H15 1.693342 -2.083842 -3.291315
H16 4.056977 -0.179426 -0.237934
H17 3.549093 1.233737 2.196009
H18 -1.449354 3.683675 -0.001824
H19 3.048019 1.380645 0.507325
H20 -1.213679 2.549256 1.949321

Atoms 1-2, force components in eV/Å:
Ta 0.2 0.8 -0.8
F 0.0 0.0 0.1

Net charge = +1
Electronic energy = -43614.0110 eV
Multiplicity = 1


The following is a quantum chemistry calculation of a structure of composition C20H22BrN2OS2Sr at a distorted geometry, from OMol25.

Geometry (Å):
Sr1 -0.007880 -0.230311 -0.182605
Br1 0.835370 -0.278137 2.711434
S1 -2.233380 -2.245239 0.152238
S2 7.000585 -1.981003 -3.359115
O1 -1.733613 -1.336585 -0.987455
N1 2.152664 -0.769380 -1.473494
N2 5.358642 -1.463122 -5.328683
C1 5.553256 -1.570103 -4.006416
C2 -3.300474 -3.467941 -0.611985
C3 3.387250 -0.946812 -0.977875
C4 -1.257875 4.357671 0.463739
C5 -0.175165 2.427536 2.163201
C6 4.340690 -1.282025 -3.144109
C7 0.368182 1.560800 3.148995
C8 -0.965393 3.045581 0.009816
C9 3.064269 -1.093167 -3.662946
C10 0.317006 3.195731 4.882613
C11 -0.424955 2.048987 0.796843
C12 -3.342177 -1.604431 2.584560
C13 -1.009153 4.690447 1.758802
C14 2.011812 -0.845961 -2.802084
C15 -3.428926 -1.278245 1.097837
C16 4.486906 -1.206879 -1.767327
C17 -0.460411 3.735804 2.653013
C18 -4.171123 -2.869845 -1.707086
C19 0.616051 1.886606 4.446196
C20 -0.207896 4.091968 4.002192
H1 4.503861 -1.146126 -5.744691
H2 -3.669877 -2.622863 2.797034
H3 -3.565330 -2.525482 -2.541428
H4 -1.224697 5.686325 2.130971
H5 -3.870638 -3.900820 0.214973
H6 1.011316 -0.704389 -3.201046
H7 6.146265 -1.633377 -5.932506
H8 -2.328201 -1.481957 2.964956
H9 -3.990650 -0.924593 3.135480
H10 -0.441776 5.101480 4.321742
H11 -4.851047 -3.641148 -2.068133
H12 -4.421472 -1.460981 0.687641
H13 5.464990 -1.349032 -1.327481
H14 -1.678270 5.091629 -0.214820
H15 2.846107 -1.148615 -4.719186
H16 -2.625587 -4.235536 -0.990430
H17 1.034963 1.162492 5.132178
H18 -4.773768 -2.032578 -1.355932
H19 3.494037 -0.872442 0.097876
H20 -3.152833 -0.244035 0.879868
H21 -1.192335 2.840667 -1.038662
H22 0.510678 3.469437 5.911298

Atoms 1-2, force components in eV/Å:
Sr 1.9 1.2 0.3
Br 0.0 0.0 0.1

Net charge = +1
Electronic energy = -118668.2610 eV
Multiplicity = 1